ORCA calculation (ωB97M-V/def2-TZVPD) on a 9-piece molecular cluster, C29H70N11O9 overall.

Last column: Mulliken charge in e.
Cartesian coordinates (Å):
N -0.7104 1.6540 -3.2338  -0.193
C -1.0756 2.5802 -4.2643  0.052
N -0.7813 2.2545 -5.5439  -0.221
N -1.6999 3.8518 -4.0030  0.033
C -3.1110 3.9346 -4.5073  -0.789
C -4.0493 2.6886 -4.0804  -0.207
C -4.1515 1.5176 -5.1505  -0.596
C -3.6543 0.0771 -4.6922  -0.444
O -3.2851 -0.0514 -3.3006  -0.480
H -1.3769 1.6782 -2.4492  0.090
H -0.6155 0.7178 -3.6409  0.311
H 0.2138 2.0908 -5.7803  0.315
H -1.4408 2.2097 -6.3226  0.191
H -1.6138 4.1439 -3.0191  0.307
H -3.5735 4.8459 -3.9812  0.339
H -3.1410 4.1513 -5.6243  0.292
H -3.7320 2.3894 -3.0351  0.059
H -5.1027 3.1385 -3.9752  0.410
H -5.2456 1.4258 -5.4829  0.424
H -3.5856 1.8184 -6.1075  0.250
H -4.5267 -0.6533 -4.8707  0.296
H -2.7882 -0.3536 -5.3160  0.250
H -2.4650 -0.5769 -3.2574  0.272
C -0.6117 0.0764 0.1045  0.052
O -1.1201 -0.3846 -0.9116  -0.643
N -1.2297 0.9081 0.9798  0.269
C -0.5630 1.4164 2.1672  -0.622
C -2.6006 1.3025 0.7219  -0.789
H 0.4219 -0.1601 0.3919  0.340
H -1.1200 1.0988 3.0504  0.314
H -0.5413 2.5085 2.1207  0.332
H 0.4582 1.0406 2.2359  0.044
H -3.2296 0.4099 0.6802  0.327
H -2.6531 1.8123 -0.2447  0.058
H -2.9602 1.9680 1.5063  0.391
C 3.1412 4.2260 -7.2145  0.082
O 3.0321 3.0619 -6.8752  -0.570
N 2.1152 5.1174 -7.2913  0.156
C 2.3130 6.4933 -7.7031  -0.915
C 0.7843 4.6680 -6.9482  -0.857
H 4.1142 4.6594 -7.4943  0.272
H 1.9932 7.1572 -6.8961  0.323
H 1.7134 6.6887 -8.5956  0.326
H 3.3623 6.6858 -7.9290  0.305
H 0.7862 4.3086 -5.9170  0.205
H 0.5062 3.8415 -7.6080  0.276
H 0.0642 5.4798 -7.0531  0.377
C 2.4145 -1.3860 2.2035  0.356
O 1.3690 -0.7774 2.3664  -0.587
N 3.6448 -0.9472 2.5776  0.176
C 4.8417 -1.7310 2.3493  -0.976
C 3.7620 0.3455 3.2259  -0.896
H 2.4374 -2.3756 1.7221  -0.062
H 5.3200 -1.9401 3.3094  0.347
H 5.5269 -1.1603 1.7168  0.387
H 4.6021 -2.6743 1.8571  0.279
H 3.1669 0.3431 4.1424  0.271
H 3.3726 1.1185 2.5590  0.250
H 4.8038 0.5594 3.4657  0.382
C 1.4783 -5.0544 2.9832  0.363
O 2.6230 -4.6313 3.0261  -0.665
N 0.8598 -5.5337 1.8709  0.202
C -0.5042 -6.0187 1.9007  -0.879
C 1.5881 -5.5605 0.6152  -1.037
H 0.8374 -5.0788 3.8790  0.107
H -0.5176 -7.0665 1.5890  0.299
H -1.1093 -5.4250 1.2108  0.333
H -0.9248 -5.9390 2.9041  0.295
H 2.4830 -6.1762 0.7337  0.263
H 1.8943 -4.5440 0.3570  0.214
H 0.9661 -5.9684 -0.1804  0.513
C -2.1574 6.8868 -1.1454  0.102
O -2.2442 5.7147 -0.8194  -0.633
N -3.1946 7.7631 -1.2069  0.119
C -3.0124 9.1454 -1.6039  -0.917
C -4.5264 7.3000 -0.8637  -0.867
H -1.1924 7.3397 -1.4248  0.338
H -3.3359 9.7966 -0.7885  0.342
H -3.6175 9.3445 -2.4919  0.340
H -1.9658 9.3515 -1.8315  0.291
H -4.5237 6.9297 0.1638  0.308
H -4.8040 6.4796 -1.5300  0.213
H -5.2490 8.1102 -0.9595  0.386
C 0.3076 2.3368 6.0449  0.056
O 0.4638 2.1340 4.8559  -0.484
N -0.3689 1.5196 6.8981  0.152
C -0.5139 1.8273 8.3063  -0.886
C -0.9632 0.3014 6.3792  -0.877
H 0.7188 3.2323 6.5386  0.261
H -0.0669 1.0227 8.8958  0.295
H -1.5770 1.9082 8.5466  0.334
H -0.0196 2.7677 8.5533  0.287
H -0.1797 -0.3234 5.9432  0.234
H -1.6813 0.5574 5.5967  0.249
H -1.4685 -0.2463 7.1751  0.380
C 0.4889 -3.5092 6.8558  0.129
O -0.0626 -4.0122 5.8941  -0.559
N 1.7949 -3.6838 7.1940  0.160
C 2.3796 -3.0498 8.3573  -0.942
C 2.6283 -4.5327 6.3617  -0.746
H -0.0525 -2.8482 7.5524  0.238
H 3.2047 -2.4081 8.0376  0.334
H 2.7582 -3.8215 9.0323  0.340
H 1.6407 -2.4450 8.8852  0.285
H 2.6447 -4.1327 5.3454  0.119
H 2.2001 -5.5378 6.3354  0.292
H 3.6440 -4.5770 6.7554  0.370
C 2.2773 -7.6946 -2.8008  0.093
O 1.7911 -6.6844 -2.3275  -0.555
N 1.7608 -8.9479 -2.6775  0.122
C 2.3989 -10.1054 -3.2713  -0.925
C 0.5325 -9.1299 -1.9279  -0.884
H 3.2095 -7.6676 -3.3876  0.280
H 1.7061 -10.5735 -3.9751  0.335
H 2.6534 -10.8171 -2.4820  0.340
H 3.3083 -9.8204 -3.8018  0.293
H -0.2606 -8.5364 -2.3890  0.294
H 0.6817 -8.7788 -0.9040  0.235
H 0.2442 -10.1810 -1.9165  0.376

The calculation puts the HOMO energy at -10.10 eV. The net charge is +1. The gap between HOMO and LUMO comes out at 6.6864 eV. As for the energy: -2426.197741 hartree.